1.
The following is a quantum chemistry calculation of C21H15IN4OPdS2 as an isolated structure in a non-equilibrium geometry, from OMol25.

XYZ file:
```
45
Properties=species:S:1:pos:R:3:mulliken_charge:R:1
I -1.17 2.55 -4.35 0.101
Pd 0.42 0.36 0.99 0.651
S 3.87 0.03 3.50 -0.257
S 0.73 0.39 3.26 -0.365
O -1.21 -1.43 0.46 -0.446
N 0.33 0.24 -1.08 0.293
N -1.40 1.40 0.96 0.202
N -3.43 2.16 0.75 -0.065
N 2.39 0.07 1.41 -0.279
C 0.40 -1.23 -2.94 -0.993
C -4.67 -0.41 0.85 -0.722
C -0.16 1.20 -1.86 -0.418
C 4.64 -0.12 1.94 0.699
C 2.34 0.15 2.72 0.576
C -3.19 -2.70 0.46 -0.770
C -2.47 -1.47 0.56 0.258
C 4.05 -0.16 -0.41 -0.205
C 0.59 -0.96 -1.60 -0.062
C 5.40 -0.30 -0.71 -0.683
C 3.67 -0.07 0.92 -0.255
C -5.33 -1.61 0.76 -0.827
C -3.28 -0.29 0.74 0.496
C 6.36 -0.36 0.31 -0.466
C -2.67 1.03 0.81 0.563
C -0.11 -0.24 -3.76 -0.083
C -0.39 1.00 -3.20 -0.437
C -4.56 -2.77 0.55 -0.403
C -1.37 2.79 1.01 -0.965
C 5.99 -0.27 1.64 -0.543
C -2.62 3.27 0.87 -0.466
H 6.73 -0.31 2.43 0.375
H -2.59 -3.59 0.31 0.402
H -4.42 2.17 0.60 0.181
H -5.28 0.48 1.04 0.238
H 5.71 -0.37 -1.74 0.396
H -0.28 -0.42 -4.81 0.402
H 0.94 -1.72 -0.91 0.523
H -0.38 2.15 -1.38 0.528
H -0.44 3.32 1.16 0.452
H -3.00 4.28 0.86 0.450
H -5.05 -3.73 0.48 0.362
H -6.40 -1.66 0.86 0.380
H 7.40 -0.48 0.05 0.376
H 3.30 -0.11 -1.19 0.354
H 0.62 -2.22 -3.32 0.452
```

Values from the calculation:
HOMO: -6.6 eV
LUMO level: 0.00107 hartree
energy relative to the best compared isomer or geometry (same formula, charge and spin): 93.4 kJ/mol
total charge: 0

2.
The following is a quantum chemistry calculation of an isolated ion of composition C21H15N2O3S and charge -1 in a non-equilibrium geometry, from OMol25.

XYZ file:
```
42
Properties=species:S:1:pos:R:3:mulliken_charge:R:1
S -1.77 -1.23 -0.94 1.353
O -2.71 -0.43 -0.28 -0.703
O -2.02 -2.55 -1.41 -0.695
O 1.74 0.14 -0.72 -0.767
N 0.14 1.12 0.81 -0.430
N -0.72 -6.23 4.57 -0.574
C 0.70 0.25 0.02 0.358
C 0.61 -2.34 1.87 -0.585
C 2.13 4.36 0.26 -0.736
C -1.79 -2.44 1.48 -0.338
C -0.86 -1.09 -3.49 -0.423
C 0.81 3.07 2.28 -0.228
C -0.73 -5.28 3.88 0.010
C 1.50 4.26 2.51 -0.332
C 0.73 2.42 0.99 -0.088
C -1.31 -0.29 -2.44 0.171
C -0.13 -1.21 -0.15 0.434
C -0.50 1.72 -3.50 -0.476
C -1.83 -3.61 2.33 -0.763
C -0.18 -0.48 -4.57 -0.556
C -0.47 -1.94 1.13 0.065
C 0.51 -3.44 2.76 -0.582
C 1.46 3.14 -0.01 -0.028
C -1.18 1.11 -2.42 -0.370
C 2.19 4.90 1.53 -0.341
C -0.02 0.92 -4.56 -0.412
C -0.70 -4.10 2.97 0.457
H -1.03 -2.17 -3.44 0.415
H 1.55 -1.87 1.63 0.458
H -0.36 2.82 -3.50 0.379
H 0.29 2.60 3.14 0.329
H -2.79 -2.14 1.18 0.512
H 0.18 -1.12 -5.39 0.360
H 1.50 2.74 -1.01 0.389
H 2.64 4.82 -0.56 0.332
H 0.51 1.40 -5.38 0.324
H 1.54 4.71 3.51 0.304
H 1.42 -3.82 3.19 0.383
H -2.75 -4.18 2.45 0.390
H 2.85 5.74 1.71 0.339
H -1.62 1.69 -1.59 0.337
H 0.46 -1.95 -0.85 0.329
```

Values from the calculation:
HOMO: -4.8 eV
SMILES: N#Cc1ccc([C@H](/C([O-])=N/c2ccccc2)S(=O)(=O)c2ccccc2)cc1
LUMO level: 0.10557 hartree
total charge: -1

3.
The following is a quantum chemistry calculation of the molecule C21H15NO5 in a non-equilibrium geometry, from OMol25.

XYZ file:
```
42
Properties=species:S:1:pos:R:3:mulliken_charge:R:1
O -4.32 -1.97 -0.51 -0.610
O 2.26 1.13 -2.83 -0.609
O -1.00 -2.36 -0.60 -0.328
O 3.02 -0.24 -1.46 -0.677
O 0.08 -0.26 -1.53 -0.626
N 2.35 0.72 -1.84 1.256
C 1.63 0.81 0.60 0.463
C -2.87 0.00 -0.11 0.950
C -2.14 -1.92 -1.47 -1.078
C 0.79 3.04 1.49 -1.190
C 1.03 1.34 1.66 0.080
C -2.39 0.93 -0.80 0.610
C -3.16 -1.40 -0.72 0.299
C 2.20 -3.23 1.57 -0.326
C -2.61 2.25 1.25 -0.216
C 1.01 -1.61 0.36 0.948
C -2.19 1.99 -0.29 -0.575
C 3.08 -2.22 2.06 -0.738
C 1.81 1.56 -0.65 -0.977
C 1.25 -2.99 0.46 -1.259
C 1.54 2.76 -0.68 -0.019
C -0.07 -1.37 -0.63 0.588
C 1.82 -0.48 0.58 1.040
C 2.77 -0.96 1.89 -0.984
C 0.91 3.48 0.42 -0.259
C -3.24 1.17 2.06 -1.442
C -3.42 0.11 1.13 -0.387
H -1.94 -1.39 -2.22 0.685
H -3.92 -0.70 1.68 0.282
H -2.43 3.48 1.70 0.206
H 0.81 4.77 0.23 0.060
H 0.55 -3.68 0.33 0.643
H 3.41 -0.19 2.19 0.490
H -2.16 0.68 -1.93 0.068
H 2.59 -4.45 1.80 0.182
H 1.67 3.20 -1.70 0.367
H -2.46 -3.01 -2.00 0.291
H 3.77 -2.47 2.77 0.500
H 0.82 1.05 2.86 0.186
H -1.87 3.08 -0.79 0.182
H -3.39 1.38 2.92 0.918
H 0.38 3.44 2.18 1.005
```

Values from the calculation:
HOMO: -8.5 eV
SMILES: O=C(COC(=O)c1ccccc1-c1ccccc1[N+](=O)[O-])c1ccccc1
LUMO level: -0.00987 hartree
energy relative to the best compared isomer or geometry (same formula, charge and spin): 2172.3 kJ/mol
total charge: 0

4.
The following is a quantum chemistry calculation of C21H16AuNO8P as an isolated structure in a non-equilibrium geometry, from OMol25.

XYZ file:
```
48
Properties=species:S:1:pos:R:3:mulliken_spin:R:1
Au -0.90 -0.17 -0.99 0.033
P -1.69 -0.74 1.08 -0.013
O 0.91 -0.28 -0.20 0.011
O -4.91 -0.61 -1.15 0.006
O -0.09 0.40 -2.83 0.014
O 5.88 2.06 -2.92 0.000
O -2.78 -0.23 -1.53 0.006
O -0.91 2.13 0.35 0.293
O -1.15 3.11 -0.47 0.761
O 5.34 2.50 -4.95 0.000
N 5.10 2.09 -3.84 0.000
C 2.76 1.63 -4.59 0.000
C -0.07 -2.65 2.45 -0.005
C 0.33 -4.80 1.44 -0.002
C -0.77 0.76 3.33 -0.057
C 1.12 0.74 -3.02 0.003
C 2.16 0.67 -2.02 -0.003
C -0.55 -4.49 0.41 0.001
C -0.70 1.95 4.03 0.335
C -0.94 -2.34 1.41 0.003
C 0.56 -3.88 2.46 0.000
C -3.78 -0.56 -0.77 -0.001
C 3.47 1.13 -2.34 -0.001
C 3.76 1.60 -3.59 0.000
C -1.91 3.14 2.32 0.295
C -1.30 3.12 3.53 -0.075
C -1.44 0.68 2.12 0.277
C 1.50 1.21 -4.32 0.003
C 1.96 0.15 -0.74 -0.001
C -3.47 -0.91 0.73 0.023
C -1.90 1.93 1.44 -0.015
C -1.18 -3.26 0.39 -0.004
H -4.07 -0.26 1.37 -0.001
H -0.33 -0.13 3.76 0.035
H -2.33 4.04 1.90 0.012
H 0.84 -5.75 1.44 0.000
H 3.03 1.99 -5.58 0.000
H -1.30 4.02 4.13 0.002
H 0.72 1.24 -5.06 0.000
H 0.11 -1.96 3.26 0.002
H -0.18 1.98 4.98 0.007
H -1.84 -3.00 -0.43 0.000
H -0.73 -5.20 -0.39 0.000
H 4.25 1.12 -1.59 0.000
H 1.24 -4.13 3.26 0.000
H -3.80 -1.94 0.92 -0.001
H -2.87 1.82 0.93 0.056
H 2.85 0.07 -0.10 0.001
```

Values from the calculation:
HOMO (alpha / beta): -11.9 / -12.0 eV
LUMO level (alpha / beta): -0.17340 / -0.21034 hartree
total charge: +1
⟨S²⟩: 2.044
spin multiplicity: 3